1.
138
Properties=species:S:1:pos:R:3 method="wB97M-V/def2-TZVPD" charge=+1 largest_force_ev_per_a=6.5 e_homo_ev=-10.52 homo_lumo_gap_ev=5.87
C -1.834 -3.845 2.680
C -2.146 -3.216 1.194
C -1.923 -1.616 1.152
C -3.196 -0.720 0.995
C -4.703 -1.225 0.852
C -5.701 -0.247 1.709
C -7.086 -1.106 1.849
C -5.179 -0.036 3.235
C -2.963 0.844 0.943
C -1.491 1.401 1.038
I -1.306 3.571 0.960
N -0.312 0.534 1.187
N 0.995 0.971 1.269
C 1.312 1.699 2.501
O 2.511 2.044 2.695
F 0.376 2.102 3.496
C 1.527 1.590 0.041
O 1.568 0.884 -0.998
F 2.011 2.926 -0.003
C -0.507 -0.934 1.266
C 0.733 -1.960 1.478
C 0.983 -2.895 0.170
F 2.286 -2.693 -0.430
H -2.674 -4.515 3.062
H -0.825 -4.410 2.563
H -1.599 -2.946 3.357
H -1.547 -3.763 0.363
H -3.252 -3.504 0.985
H -5.010 -1.065 -0.250
H -4.903 -2.279 1.242
H -5.922 0.741 1.173
H -7.803 -0.589 2.578
H -7.600 -1.140 0.808
H -6.894 -2.189 2.197
H -4.538 -0.925 3.571
H -6.026 0.089 3.994
H -4.548 0.938 3.287
H -3.846 1.573 0.839
H 1.726 -1.429 1.679
H 0.543 -2.633 2.403
H 0.135 -2.849 -0.596
H 0.988 -3.985 0.570
C 4.411 2.346 6.875
O 5.189 2.655 7.760
N 3.278 1.635 7.106
N 4.604 2.684 5.575
H 2.633 1.376 6.383
H 3.091 1.361 8.057
H 5.432 3.213 5.352
H 3.967 2.433 4.839
C -1.527 -1.450 -3.191
O -2.175 -2.077 -2.368
N -1.140 -0.171 -2.981
N -1.138 -1.970 -4.378
H -0.606 0.360 -3.645
H -1.409 0.256 -2.109
H -1.405 -2.921 -4.576
H -0.605 -1.457 -5.057
C 5.369 3.931 -2.648
O 6.558 3.926 -2.934
N 4.840 3.120 -1.699
N 4.472 4.745 -3.252
H 3.866 3.117 -1.458
H 5.469 2.495 -1.222
H 4.819 5.366 -3.965
H 3.495 4.755 -3.024
C 5.617 1.812 -5.881
O 4.524 2.366 -5.951
N 6.508 2.066 -4.899
N 6.034 0.891 -6.787
H 7.406 1.615 -4.837
H 6.247 2.747 -4.196
H 5.405 0.666 -7.541
H 6.927 0.433 -6.737
C 2.991 6.479 3.549
O 3.162 7.650 3.256
N 2.079 5.690 2.926
N 3.694 5.853 4.523
H 1.933 4.725 3.164
H 1.529 6.106 2.192
H 4.385 6.394 5.018
H 3.557 4.889 4.768
C -5.420 -5.036 -0.239
O -4.640 -4.725 0.656
N -6.552 -5.737 -0.012
N -5.216 -4.703 -1.537
H -7.195 -5.995 -0.738
H -6.748 -6.007 0.941
H -4.383 -4.178 -1.756
H -5.848 -4.953 -2.275
C -8.441 -6.721 3.173
O -8.286 -5.695 2.524
N -7.442 -7.610 3.394
N -9.626 -7.062 3.733
H -7.562 -8.454 3.926
H -6.540 -7.401 2.998
H -10.400 -6.433 3.597
H -9.762 -7.901 4.267
C 5.097 -0.931 -2.633
O 6.286 -0.933 -2.914
N 4.564 -1.742 -1.686
N 4.202 -0.118 -3.241
H 3.587 -1.746 -1.450
H 5.190 -2.366 -1.204
H 4.550 0.505 -3.955
H 3.223 -0.110 -3.015
C -1.658 -0.291 6.089
O -2.187 -0.868 5.149
N -1.381 -0.904 7.265
N -1.299 1.016 6.040
H -0.947 -0.437 8.041
H -1.629 -1.876 7.349
H -1.486 1.514 5.185
H -0.864 1.498 6.806
C 9.123 1.722 -1.996
O 9.232 1.617 -3.208
N 9.892 2.560 -1.258
N 8.222 1.010 -1.276
H 9.808 2.651 -0.263
H 10.577 3.111 -1.749
H 7.625 0.371 -1.782
H 8.126 1.090 -0.280
C 6.748 2.923 -10.917
O 6.858 2.818 -12.128
N 7.518 3.760 -10.179
N 5.845 2.212 -10.196
H 7.433 3.852 -9.182
H 8.204 4.311 -10.669
H 5.250 1.576 -10.700
H 5.749 2.293 -9.200
C -9.916 0.729 -0.906
O -8.774 0.908 -0.509
N -10.781 1.746 -1.138
N -10.424 -0.504 -1.150
H -11.720 1.607 -1.464
H -10.449 2.682 -0.971
H -9.820 -1.293 -0.992
H -11.361 -0.659 -1.475

***

2.
74
Properties=species:S:1:pos:R:3 method="wB97M-V/def2-TZVPD" charge=-1 largest_force_ev_per_a=3.6 e_homo_ev=-5.83 relative_energy_kcal_mol=23.64 homo_lumo_gap_ev=4.73
Hf 0.066 -1.204 -0.112
S -1.193 -3.325 1.135
C -0.824 -2.916 2.790
C -1.785 -3.293 3.766
C -1.674 -2.902 5.099
C -2.599 -3.325 6.103
N -3.351 -3.779 6.867
C -0.703 -1.924 5.437
C 0.285 -1.560 4.534
C 0.257 -2.067 3.189
S 1.508 -1.552 2.077
C -0.605 -1.445 6.762
N -0.529 -0.996 7.813
H -2.650 -3.826 3.386
H 1.065 -0.852 4.882
C -5.005 -1.519 -2.710
C -4.494 -1.252 -1.471
C -3.239 -1.738 -1.040
C -2.352 -2.177 -2.026
C -2.792 -2.238 -3.401
C -4.134 -2.067 -3.691
N -0.976 -2.414 -1.711
N -0.171 -2.834 -2.657
C 1.040 -3.215 -2.126
C 2.046 -3.846 -2.932
C 3.247 -4.211 -2.315
C 3.405 -4.127 -0.898
C 2.285 -3.686 -0.191
N 1.258 -3.057 -0.792
H -6.030 -1.252 -3.003
H -5.162 -0.639 -0.794
H -2.945 -1.555 -0.012
H -2.088 -2.440 -4.191
H -4.506 -2.395 -4.681
H 1.973 -4.007 -4.000
H 4.091 -4.593 -2.860
H 4.263 -4.527 -0.397
H 2.238 -3.737 0.895
O 6.313 1.816 -2.275
C 5.316 1.721 -3.031
O 4.942 1.966 -4.200
C 4.134 1.165 -2.206
C 4.417 0.210 -1.202
C 3.358 -0.419 -0.545
N 2.024 -0.149 -0.782
C 1.801 0.849 -1.711
C 2.806 1.491 -2.463
C 0.333 1.130 -1.998
O -0.029 2.095 -2.655
O -0.438 0.192 -1.442
H 5.400 0.012 -0.857
H 3.673 -1.192 0.182
H 2.429 2.332 -3.100
C -2.184 4.991 -1.112
C -0.951 5.161 -0.252
C -0.126 6.271 -0.269
C 1.009 6.324 0.527
Cl 1.763 7.818 0.717
C 1.435 5.166 1.220
C 0.651 4.003 1.225
C -0.627 4.070 0.661
O -1.672 3.240 0.925
C -1.502 2.113 1.794
C -2.025 0.876 1.083
O -3.179 0.863 0.705
O -1.094 -0.132 1.026
H -3.063 5.148 -0.483
H -2.322 4.000 -1.579
H -2.152 5.726 -1.941
H -0.389 7.107 -0.928
H 2.395 5.178 1.703
H 0.951 3.041 1.680
H -2.123 2.312 2.729
H -0.492 1.993 2.130

***

3.
15
Properties=species:S:1:pos:R:3 method="wB97M-V/def2-TZVPD" charge=0 smiles=C1CC1N1CC1 largest_force_ev_per_a=0.3 e_homo_ev=-9.25 relative_energy_kcal_mol=49.00 homo_lumo_gap_ev=10.58
C 1.817 0.016 0.618
C 1.538 0.849 -0.607
C 0.409 0.365 0.248
N -0.435 -0.676 -0.272
C -1.722 -0.221 -0.770
C -1.623 -0.954 0.516
H 2.118 -1.015 0.452
H 2.258 0.489 1.491
H 1.766 1.910 -0.588
H 1.664 0.370 -1.573
H -0.092 1.120 0.862
H -1.924 0.850 -0.731
H -2.091 -0.725 -1.661
H -1.922 -1.997 0.581
H -1.762 -0.380 1.434

***

4.
16
Properties=species:S:1:pos:R:3 method="wB97M-V/def2-TZVPD" charge=-2 largest_force_ev_per_a=4.1 e_homo_ev=-2.30 relative_energy_kcal_mol=13.51 homo_lumo_gap_ev=7.32
C -0.796 -1.730 -0.152
C 0.062 -0.601 -0.492
C 0.274 0.546 0.507
O -2.407 1.389 2.906
O -0.303 2.769 2.265
O -0.168 0.300 1.804
O 1.097 1.418 0.248
O -1.537 1.835 0.340
P -1.322 1.578 1.851
Cl 7.238 -3.125 -8.359
H -0.762 -2.469 -0.946
H -0.466 -2.175 0.718
H -1.860 -1.230 -0.105
H -0.439 -0.058 -1.405
H 1.058 -1.064 -0.721
H 0.330 2.616 1.539

***

5.
18
Properties=species:S:1:pos:R:3 method="wB97M-V/def2-TZVPD" charge=0 largest_force_ev_per_a=3.8 e_homo_ev="-7.21 / -8.59" relative_energy_kcal_mol=104.01 homo_lumo_gap_ev="6.89 / 8.80"
C -1.583 0.238 -2.498
C -1.661 0.333 -1.157
C 1.734 -0.369 1.174
C -0.307 2.482 -0.354
C 1.569 -2.663 1.967
C -1.010 1.125 -0.255
O 2.133 -0.528 0.044
O 1.367 -1.183 2.048
F -1.192 0.746 1.010
H -2.185 -0.600 -3.104
H -0.954 0.866 -3.023
H -2.161 -0.447 -0.633
H -0.639 3.217 0.484
H -0.631 3.092 -1.260
H 0.803 2.376 -0.317
H 0.710 -3.021 2.608
H 2.575 -2.735 2.358
H 1.433 -2.930 0.908

***

6.
93
Properties=species:S:1:pos:R:3 method="wB97M-V/def2-TZVPD" charge=-2 largest_force_ev_per_a=0.4 e_homo_ev=-1.87 relative_energy_kcal_mol=16.27 homo_lumo_gap_ev=6.10
Tl -0.330 -0.093 -0.052
C 1.664 0.375 3.102
O 0.296 0.142 2.843
C -0.495 1.137 3.482
C -1.951 0.766 3.335
O -2.480 1.032 2.059
C -2.640 2.407 1.787
H 1.860 0.297 4.182
H 1.961 1.368 2.752
H 2.230 -0.386 2.573
H -0.271 2.108 3.028
H -0.232 1.173 4.552
H -2.540 1.297 4.102
H -2.061 -0.308 3.488
H -3.184 2.903 2.605
H -3.224 2.482 0.871
H -1.678 2.896 1.633
N 1.580 0.427 -2.594
N 2.363 -0.338 -3.459
C 2.117 -1.621 -3.722
N 3.193 -2.269 -4.329
S 0.666 -2.380 -3.472
H 0.719 0.810 -2.980
H 2.168 1.138 -2.186
H 3.258 0.044 -3.727
H 4.081 -2.066 -3.884
H 3.014 -3.260 -4.381
C -4.564 1.136 -1.681
Ge -2.730 1.178 -2.439
C -2.705 2.873 -3.486
C -2.685 -0.268 -3.773
C -1.089 1.389 -1.445
H -5.251 1.488 -2.457
H -4.660 1.791 -0.814
H -4.859 0.132 -1.383
H -3.566 2.937 -4.159
H -1.791 2.927 -4.078
H -2.726 3.731 -2.812
H -3.543 -0.170 -4.444
H -2.713 -1.254 -3.311
H -1.766 -0.203 -4.357
H -1.203 2.251 -0.777
C 1.486 -5.373 1.530
C 2.326 -4.455 2.150
C 2.317 -3.127 1.763
C 1.472 -2.673 0.739
C 0.621 -3.599 0.143
C 0.634 -4.930 0.529
N 1.509 -1.331 0.321
C 2.748 -0.853 -0.044
C 3.730 -1.693 -0.617
C 4.939 -1.195 -1.066
C 5.239 0.160 -0.966
C 4.291 0.995 -0.380
C 3.077 0.509 0.077
H 1.488 -6.414 1.832
H 2.992 -4.773 2.944
H 2.988 -2.423 2.240
H -0.037 -3.269 -0.645
H -0.036 -5.623 0.036
H 3.516 -2.748 -0.732
H 5.658 -1.881 -1.506
H 6.190 0.551 -1.307
H 4.504 2.051 -0.259
H 2.351 1.198 0.505
F -2.183 -3.846 -1.013
C -3.246 -3.297 -0.424
F -3.754 -2.409 -1.291
F -4.163 -4.287 -0.304
C -2.868 -2.609 0.935
O -1.758 -1.905 0.847
C -2.714 -3.742 2.021
F -2.023 -4.789 1.548
F -3.887 -4.250 2.474
F -2.062 -3.293 3.090
C -4.106 -1.733 1.357
F -5.306 -2.346 1.169
F -4.157 -0.600 0.676
F -4.054 -1.429 2.665
C 1.590 3.973 -0.751
C 1.128 3.932 0.723
O 0.653 2.746 1.096
C 2.334 4.331 1.623
F 2.036 4.364 2.932
F 2.889 5.541 1.334
F 3.336 3.439 1.489
C 0.034 5.036 0.877
F -1.029 4.762 0.109
F 0.437 6.286 0.513
F -0.427 5.158 2.137
H 2.431 3.292 -0.866
H 1.881 4.965 -1.102
H 0.759 3.587 -1.342

***

7.
135
Properties=species:S:1:pos:R:3 method="wB97M-V/def2-TZVPD" charge=0 largest_force_ev_per_a=3.3 e_homo_ev=-8.02 relative_energy_kcal_mol=8.68 homo_lumo_gap_ev=7.76
C 0.889 1.962 -2.821
N 1.534 3.245 -2.407
O 1.270 3.676 -1.303
O 2.419 3.716 -3.097
H -0.162 2.243 -2.877
H 1.257 1.182 -2.164
H 1.234 1.748 -3.829
C -1.240 2.736 0.655
N -2.024 3.547 -0.291
O -1.959 4.760 -0.189
O -2.617 2.991 -1.193
H -1.927 2.289 1.371
H -0.524 3.384 1.143
H -0.824 1.966 0.015
O -1.096 -0.235 0.834
P 0.068 -1.121 0.949
N -0.074 -2.499 1.896
C 1.033 -3.433 2.030
C -1.355 -3.185 1.827
N 1.437 -0.370 1.633
C 1.326 -0.004 3.026
C 2.275 0.518 0.831
N 0.604 -1.706 -0.556
C -0.244 -1.532 -1.741
C 1.983 -2.071 -0.878
H 1.074 -3.755 3.076
H 2.041 -3.044 1.899
H 0.879 -4.298 1.381
H -1.276 -4.032 1.134
H -2.146 -2.549 1.428
H -1.672 -3.534 2.812
H 2.330 0.162 3.421
H 0.655 0.831 3.254
H 0.915 -0.771 3.690
H 1.780 0.558 -0.151
H 2.240 1.529 1.232
H 3.263 0.136 0.565
H -0.720 -2.479 -1.991
H -1.024 -0.807 -1.516
H 0.394 -1.226 -2.573
H 1.981 -3.125 -1.160
H 2.673 -1.898 -0.052
H 2.392 -1.417 -1.657
O 1.080 0.635 6.444
P -0.183 1.380 6.532
N -1.483 0.500 6.020
C -1.437 -0.963 6.011
C -2.799 1.018 5.635
N -0.196 2.858 5.660
C -0.610 2.954 4.265
C 0.405 4.013 6.253
N -0.562 1.820 8.128
C -1.553 1.033 8.867
C 0.451 2.320 9.037
H -0.395 -1.271 6.064
H -1.988 -1.322 5.140
H -1.958 -1.389 6.876
H -3.612 0.786 6.332
H -3.040 0.436 4.740
H -2.796 2.089 5.464
H 0.280 2.810 3.639
H -1.340 2.164 4.110
H -1.016 3.921 3.964
H 0.121 4.910 5.694
H 0.126 4.185 7.292
H 1.504 3.987 6.160
H -2.478 1.058 8.293
H -1.234 0.008 9.086
H -1.752 1.515 9.824
H 1.187 2.969 8.564
H 0.983 1.509 9.550
H -0.055 2.950 9.776
O -6.703 -0.176 -3.043
P -5.592 -1.059 -2.652
N -5.844 -2.741 -2.898
C -4.803 -3.673 -2.605
C -7.122 -3.266 -3.396
N -5.340 -1.013 -0.987
C -6.318 -0.254 -0.184
C -4.096 -1.250 -0.265
N -4.144 -0.788 -3.413
C -3.318 0.328 -2.927
C -4.038 -0.973 -4.849
H -3.807 -3.221 -2.690
H -4.842 -4.541 -3.266
H -4.786 -3.983 -1.547
H -7.806 -3.321 -2.546
H -6.942 -4.203 -3.918
H -7.564 -2.568 -4.109
H -5.960 0.759 0.007
H -7.253 -0.152 -0.732
H -6.548 -0.846 0.699
H -3.587 -2.140 -0.637
H -3.436 -0.383 -0.287
H -4.343 -1.531 0.762
H -2.268 0.112 -3.142
H -3.650 1.224 -3.457
H -3.274 0.532 -1.860
H -3.017 -0.885 -5.232
H -4.660 -0.300 -5.439
H -4.200 -2.031 -5.066
O 3.154 -0.063 -3.001
P 4.502 0.419 -3.405
N 5.415 1.180 -2.192
C 4.970 2.509 -1.788
C 5.874 0.405 -1.046
N 4.642 1.422 -4.725
C 5.794 2.222 -5.119
C 3.478 1.368 -5.619
N 5.472 -0.929 -3.771
C 4.896 -2.068 -4.449
C 6.924 -0.808 -3.807
H 5.744 2.978 -1.186
H 3.994 2.460 -1.288
H 4.715 3.142 -2.640
H 6.005 -0.641 -1.315
H 5.100 0.415 -0.266
H 6.763 0.878 -0.628
H 6.454 1.663 -5.789
H 5.393 2.998 -5.777
H 6.262 2.650 -4.239
H 2.917 0.440 -5.477
H 2.728 2.081 -5.254
H 3.664 1.501 -6.680
H 3.831 -2.096 -4.203
H 4.955 -2.050 -5.541
H 5.271 -2.998 -4.015
H 7.387 -1.256 -2.917
H 7.301 0.212 -3.810
H 7.236 -1.412 -4.662
C -0.129 -3.426 -5.481
Br 0.725 -1.723 -5.616
Br -1.588 -3.492 -4.206
Br 1.200 -4.812 -5.058
H -0.494 -3.795 -6.429

***

8.
9
Properties=species:S:1:pos:R:3 method="wB97M-V/def2-TZVPD" charge=+1 largest_force_ev_per_a=3.1 e_homo_ev=-14.86 relative_energy_kcal_mol=17.20 homo_lumo_gap_ev=10.75
N -1.677 0.034 0.284
H -2.289 -0.770 0.036
H -2.237 0.507 1.111
H -1.496 0.504 -0.586
H -0.700 -0.162 0.427
O 1.086 -0.559 -0.010
C 2.101 -0.024 -0.334
H 2.863 -0.490 -0.912
H 2.348 0.961 -0.016